[1]
DFT (wB97M-V/def2-TZVPD) results for the molecule C6H7N3O3 in a non-equilibrium geometry.

As for the HOMO energy (alpha / beta): -8.82 / -8.48 eV. The value obtained for the lowest unoccupied orbital energy (alpha / beta) is -1.20 / -0.95 eV. The calculation puts the orbital gap (alpha / beta) at 7.62 / 7.53 eV. Its SMILES is [O-][N+]1=NN=C2C=CCC[C@]21OO.

XYZ file:
```
19
C6H7N3O3 wB97M-V/def2-TZVPD
O 0.504 -1.021 2.408
O 2.268 1.403 1.436
O -0.353 -0.084 1.802
N 0.779 2.671 0.196
N 1.193 1.568 0.830
N -0.357 2.491 -0.464
C -1.278 -0.641 -1.595
C -0.693 1.225 -0.312
C 0.231 0.436 0.668
C -0.431 -1.442 -0.725
C -1.534 0.651 -1.306
C 0.904 -0.723 -0.134
H 0.648 -0.765 3.280
H -1.705 -1.159 -2.508
H 1.421 -1.392 0.421
H -0.149 -2.376 -1.268
H 1.481 -0.415 -0.945
H -1.998 1.253 -2.019
H -0.930 -1.681 0.236
```

=====

[2]
DFT (wB97M-V/def2-TZVPD) results for a cluster of 2 separate species, CH5OPS2 in total in a non-equilibrium geometry.

As for the HOMO energy: -9.34 eV. The value obtained for the lowest unoccupied orbital energy is -0.49 eV. The calculation puts the orbital gap at 8.85 eV. Its SMILES is COP=S.S.

XYZ file:
```
10
CH5OPS2 wB97M-V/def2-TZVPD
S -3.137 1.664 -0.368
S 2.151 1.144 0.387
P -3.715 0.060 0.496
O -2.656 -1.116 0.343
C -1.292 -1.013 -0.119
H -1.085 -0.102 -0.561
H -1.417 -1.728 -1.017
H -0.595 -1.615 0.527
H 1.900 -0.191 0.267
H 1.877 1.254 1.703
```

=====

[3]
DFT (wB97M-V/def2-TZVPD) results for the ion C5H5N2 with charge +1 in a non-equilibrium geometry.

Its net charge is +1. As for the HOMO energy: -13.18 eV. The value obtained for the lowest unoccupied orbital energy is -5.05 eV. The calculation puts the orbital gap at 8.13 eV. Its SMILES is C#[N+]/C=C\C=C=N.

XYZ file:
```
12
C5H5N2 wB97M-V/def2-TZVPD
N -0.434 -1.495 -0.069
N 0.262 1.340 -1.879
C 0.438 1.026 0.590
C 0.194 1.057 -0.726
C 0.272 -0.006 1.520
C -0.539 -1.205 -1.192
C -0.160 -1.271 1.192
H 0.495 0.205 2.556
H -0.322 1.705 -2.609
H -0.291 -2.081 1.890
H -0.730 -1.251 -2.232
H 0.814 1.976 0.957
```

=====

[4]
DFT (wB97M-V/def2-TZVPD) results for a cluster of 10 separate species, C22H22Cl21N3 in total.

As for the HOMO energy: -9.52 eV. The value obtained for the lowest unoccupied orbital energy is 0.29 eV. The calculation puts the orbital gap at 9.81 eV. Its SMILES is ClC(Cl)Cl.ClC(Cl)Cl.ClC(Cl)Cl.ClC(Cl)Cl.ClC(Cl)Cl.ClC(Cl)Cl.ClC(Cl)Cl.c1ccncc1.c1ccncc1.c1ccncc1.

XYZ file:
```
68
C22H22Cl21N3 wB97M-V/def2-TZVPD
Cl -4.624 0.046 -6.741
Cl -4.632 -3.880 0.603
Cl 0.771 -2.711 -3.584
Cl -0.040 6.319 1.975
Cl 0.129 0.440 3.685
Cl -0.982 6.758 -0.747
Cl 6.214 -1.608 2.024
Cl -3.336 2.204 -4.296
Cl 3.504 -1.553 0.989
Cl 3.490 -3.422 -2.883
Cl -0.770 3.412 -3.709
Cl -2.834 -1.490 -5.009
Cl 3.978 -2.157 3.808
Cl 1.723 2.821 3.246
Cl 2.550 0.852 5.212
Cl 2.730 -0.621 -3.003
Cl -3.180 4.521 -2.552
Cl -2.729 -5.671 -0.648
Cl 0.620 4.433 -0.127
Cl -4.936 -2.826 -6.470
Cl -4.067 -3.638 -2.237
N 6.079 2.071 -0.402
N -0.320 -1.610 -0.175
N -2.330 -2.715 5.063
C -2.587 -1.569 2.533
C 2.186 -2.256 -2.640
C -4.464 -1.327 -5.642
C -0.310 0.776 -0.262
C -3.316 -1.873 4.763
C -2.497 3.713 -3.969
C 3.730 2.060 -0.886
C -1.437 -2.959 4.099
C -1.248 0.748 -1.278
C 1.177 1.644 4.439
C 0.326 6.127 0.271
C 0.149 -0.438 0.231
C 5.784 1.843 0.877
C -1.707 -0.468 -1.756
C -1.232 -1.620 -1.139
C -1.520 -2.401 2.838
C -3.514 -1.282 3.523
C -4.207 -4.755 -0.882
C 3.448 1.811 0.442
C 4.597 -2.288 2.146
C 5.061 2.171 -1.255
C 4.489 1.706 1.348
H 4.683 -3.348 1.951
H 1.918 -2.303 -1.591
H -5.021 -5.434 -1.093
H -2.603 4.369 -4.822
H -0.651 -3.661 4.354
H -2.626 -1.164 1.527
H -4.024 -1.735 5.577
H -0.773 -2.654 2.095
H 5.366 2.368 -2.278
H -5.171 -1.191 -4.834
H 2.434 1.616 0.770
H 0.621 2.159 5.210
H -1.656 1.686 -1.632
H 2.965 2.118 -1.650
H 4.293 1.631 2.410
H -2.509 -0.459 -2.481
H 6.634 1.843 1.549
H 1.206 6.711 0.039
H 0.887 -0.427 1.025
H 0.062 1.700 0.159
H -4.309 -0.581 3.311
H -1.638 -2.584 -1.418
```

=====

[5]
DFT (wB97M-V/def2-TZVPD) results for a structure of composition C15H19IrN2O5S4 in a non-equilibrium geometry.

Its expectation value of S² is 0.7570. Its multiplicity is 2. Its net charge is +1. As for the HOMO energy (alpha / beta): -11.25 / -11.26 eV. The value obtained for the lowest unoccupied orbital energy (alpha / beta) is -3.31 / -5.44 eV. The calculation puts the orbital gap (alpha / beta) at 7.94 / 5.83 eV.

XYZ file:
```
46
C15H19IrN2O5S4 wB97M-V/def2-TZVPD
Ir -0.140 -0.502 -0.489
S -2.434 -0.951 0.403
S -1.730 0.720 -2.417
S -0.246 -2.718 -1.953
S -0.462 1.735 0.327
O 0.687 -2.350 -0.768
O 0.229 -0.678 1.423
O -1.577 -2.983 -1.439
O 0.320 -3.693 -2.810
O -0.237 -1.281 -2.552
N 3.886 -0.102 -0.798
N 1.737 0.037 -0.944
C 3.831 -0.300 2.111
C 3.829 -0.541 3.464
C 2.656 -0.357 1.345
C -2.849 0.590 1.303
C -2.408 2.204 -1.649
C 2.255 0.151 -2.222
C 2.742 -0.148 -0.093
C -3.617 -0.845 -0.976
C 3.600 0.085 -2.132
C 2.624 -0.858 4.092
C 1.447 -0.644 1.993
C -3.056 -0.492 -2.344
C -1.293 2.843 -0.837
C 1.456 -0.905 3.367
C -1.659 1.469 1.651
H 4.367 0.143 -2.882
H 1.621 0.252 -3.082
H -3.594 1.133 0.729
H -3.859 -0.154 -3.002
H -4.070 -1.832 -1.052
H 4.748 -0.486 4.029
H 0.516 -1.161 3.837
H -3.281 1.973 -1.045
H -4.399 -0.155 -0.663
H -1.642 3.703 -0.263
H -1.058 1.005 2.430
H -2.720 2.886 -2.441
H 2.604 -1.069 5.153
H 4.805 -0.233 -0.411
H -1.978 2.447 2.014
H 4.770 -0.045 1.637
H -0.494 3.194 -1.492
H -2.597 -1.372 -2.787
H -3.328 0.285 2.233
```

=====

[6]
DFT (wB97M-V/def2-TZVPD) results for the molecule C2H4N2O2.

As for the HOMO energy: -10.02 eV. The value obtained for the lowest unoccupied orbital energy is 0.85 eV. The calculation puts the orbital gap at 10.87 eV. Its SMILES is NC(=O)/N=C/O.

XYZ file:
```
10
C2H4N2O2 wB97M-V/def2-TZVPD
O 0.743 2.072 1.422
O -0.829 -1.569 0.645
N -0.333 -1.158 -1.544
N 0.180 0.449 -0.032
C -0.375 -0.844 -0.223
C 0.240 0.869 1.166
H 0.102 -0.523 -2.192
H -0.632 -2.066 -1.856
H 0.993 2.429 0.552
H -0.089 0.340 2.062
```

=====

[7]
DFT (wB97M-V/def2-TZVPD) results for a cluster of 7 separate species, C20H36Cl12I2N2OP in total in a non-equilibrium geometry.

Its net charge is +1. As for the HOMO energy: -11.27 eV. The value obtained for the lowest unoccupied orbital energy is -4.66 eV. The calculation puts the orbital gap at 6.61 eV.

XYZ file:
```
74
C20H36Cl12I2N2OP wB97M-V/def2-TZVPD
I 1.372 -3.348 4.071
I -1.017 -1.771 2.487
Cl 3.480 -1.166 -2.292
Cl 0.031 -0.545 -3.704
Cl 0.791 0.925 0.016
Cl -3.003 0.953 -3.341
Cl 3.296 2.579 1.632
Cl -3.438 5.547 -1.655
Cl -4.383 3.474 2.169
Cl 3.360 -0.027 -5.511
Cl 5.209 -0.195 4.066
Cl 5.534 2.356 6.310
Cl -3.121 8.127 0.559
Cl -4.611 0.715 0.173
P -2.458 -2.892 -0.816
O -1.568 -1.466 -0.913
N -1.467 -4.314 -0.208
N -2.069 -5.374 -0.750
C 4.787 -0.654 -4.647
C -4.637 7.438 -0.074
C 2.829 2.744 -0.079
C -1.456 -6.544 -0.378
C -0.355 -4.289 0.634
C -3.189 1.769 0.392
C -1.878 1.135 -4.709
C -3.088 2.308 1.804
C -4.532 5.945 -0.305
C 0.356 -5.539 1.137
C 4.120 0.185 5.424
C 1.695 -3.067 1.937
C -0.295 -6.775 0.542
C 4.017 1.676 5.674
C 4.428 -1.763 -3.679
C -1.125 -0.145 -4.998
C 1.337 2.592 -0.287
C 0.265 -2.903 1.148
C 2.428 -1.609 1.769
C -3.813 -2.774 0.546
H 3.107 -1.379 2.656
H 4.481 -0.346 6.305
H 1.696 -0.784 1.511
H 3.391 2.006 -0.652
H -3.249 2.575 -0.342
H 3.245 1.873 6.420
H 5.269 0.182 -4.139
H -3.873 -1.687 0.861
H -5.411 7.644 0.667
H 1.229 -5.638 1.838
H -1.802 -0.991 -5.121
H 0.569 -2.335 0.193
H 0.062 -7.823 0.761
H -5.513 5.541 -0.564
H -3.504 -3.401 1.443
H 5.338 -2.208 -3.272
H 1.083 2.828 -1.321
H -4.174 5.425 0.583
H 5.474 -1.034 -5.405
H 3.097 -1.729 0.839
H -2.000 -0.822 -1.524
H 3.138 -0.216 5.163
H -1.917 -7.478 -0.853
H 3.853 -2.551 -4.167
H -0.547 -0.036 -5.918
H 0.768 3.258 0.363
H -3.135 1.508 2.544
H 3.758 2.218 4.764
H -4.794 -3.186 0.126
H 2.401 -3.808 1.451
H -2.308 1.165 0.163
H -1.200 1.959 -4.482
H -4.893 7.970 -0.991
H 3.146 3.738 -0.399
H -2.142 2.835 1.932
H -2.477 1.418 -5.577
```

=====

[8]
DFT (wB97M-V/def2-TZVPD) results for the molecule C4H10FN in a non-equilibrium geometry.

As for the HOMO energy: -8.85 eV. The value obtained for the lowest unoccupied orbital energy is 1.13 eV. The calculation puts the orbital gap at 9.98 eV. Its SMILES is C[C@@H](N)CCF.

XYZ file:
```
16
C4H10FN wB97M-V/def2-TZVPD
F -1.054 1.714 1.663
N -0.539 -1.386 0.424
C 0.561 0.800 0.227
C 0.036 -0.544 -1.815
C -0.403 -0.204 -0.349
C 0.159 1.074 1.672
H -1.409 -1.930 0.304
H 1.542 0.479 0.057
H 0.199 0.125 2.210
H -1.402 0.243 -0.340
H 0.264 -1.963 0.604
H 0.547 1.777 -0.315
H 0.885 0.104 -2.106
H 0.910 1.770 2.153
H -0.707 -0.533 -2.540
H 0.412 -1.526 -1.852
```